The following is a DFT calculation (wB97M-V/def2-TZVPD) of a cluster of 2 separate species, C9H13N in total at a distorted geometry.

Properties
Energy relative to the best compared isomer or geometry (same formula, charge and spin) ... 63.2 kcal/mol
Max |F| ... 4.2 eV Å⁻¹
Highest occupied orbital energy ... -0.296 hartree
E_tot ... -11029.535 eV
HOMO-LUMO gap ... 0.32903 hartree

```
! wB97M-V def2-TZVPD RIJCOSX def2/J DEFGRID3
* xyz 0 1
C -0.85394 1.32232 0.47124
C -0.70258 2.61032 0.65580
C -0.80977 0.06133 0.30536
C 1.15892 -0.53867 0.31474
C -3.15619 -0.94492 0.33812
C -2.66895 -0.99849 -1.07464
C -1.68109 -1.06910 0.06407
C 3.48907 0.19821 -0.20964
C 1.99398 0.37556 -0.48174
N 1.27495 -1.58432 0.95230
H -0.62821 3.29532 -0.17536
H -0.70604 3.04483 1.64240
H -3.51255 0.00553 0.70694
H -3.67276 -1.80044 0.74483
H -2.84641 -1.89009 -1.65834
H -2.70081 -0.08430 -1.64995
H -1.20976 -2.02447 0.26078
H 3.72021 0.44691 0.82593
H 3.79954 -0.82890 -0.40024
H 4.06648 0.85343 -0.85770
H 1.77528 0.17325 -1.53535
H 1.68332 1.40460 -0.27855
H 2.18733 -2.02792 1.03903
*
```

Computed Löwdin charges, given in elementary charges: -0.1327, -0.0098, -0.0627, -0.2106, -0.1117, -0.1108, -0.2986, -0.1022, -0.2231, 0.1423, 0.0495, 0.0482, 0.1006, 0.0955, 0.0937, 0.1011, 0.1206, 0.0787, 0.0688, 0.0702, 0.1261, 0.0998, 0.0670